Density functional theory data (the ωB97M-V functional and the def2-TZVPD basis) for 2 unconnected molecules or ions with the total composition C5H14NOS at a distorted geometry.

Atoms and positions in Å:
C 1.160592 -0.550766 0.161150
N 0.273148 0.505607 0.432198
C -0.786751 0.749806 -0.701033
C -1.292813 2.272353 -0.632039
S -2.538683 2.267505 0.756609
C 0.407404 -1.937814 0.137191
C -0.660261 -2.059764 -0.981397
H 2.045618 -0.618392 0.984637
H 1.561160 -0.430124 -0.823408
H -0.438895 0.409351 1.321668
H -1.688693 -0.018511 -0.668997
H -0.447138 0.262116 -1.578412
H -0.425997 2.972809 -0.550682
H -1.930829 2.438719 -1.571081
H -0.075094 -2.048913 1.110117
H 1.082264 -2.838413 0.066696
H -1.220693 -3.021606 -0.634913
H -1.393625 -1.210321 -0.675803
H -0.191849 -2.108676 -2.022701
H 2.261315 1.015214 1.604658
H 1.753774 2.229108 2.003557
O 2.546046 1.720714 2.261985

Force components x, y, z for each atom (eV/Å):
0.4384 -2.9427 2.0189
-4.6100 1.6274 1.1073
-0.8365 0.5589 2.0139
-1.0166 -2.2965 -0.9133
0.6802 0.4401 -0.0471
1.2973 -0.5254 -0.2143
-1.0003 -1.0242 2.1675
-1.8110 0.0777 -1.9040
0.7388 0.4034 -0.5662
2.6081 0.1069 -2.4680
0.8412 3.2766 1.0549
1.4827 0.7212 -1.5913
-0.7594 -0.5324 -0.0405
1.2856 0.0844 1.0111
-0.1907 0.0851 0.0067
-0.1042 0.9148 0.0313
0.8524 1.2561 -1.4353
1.2921 -2.6299 -1.6446
-1.0984 0.1967 1.3942
1.1223 0.5586 1.1387
0.3008 0.6516 0.7250
-1.5128 -1.0083 -1.8449

Calculated values
Molar mass ... 136.24 g mol⁻¹
Gap between HOMO and LUMO ... 6.109 eV
Net charge ... -1
E_HOMO ... -2.69 eV
Calculated total energy ... -19782.9289 eV



Density functional theory data (the ωB97M-V functional and the def2-TZVPD basis) for C5H14NP in the gas phase at a distorted geometry.

Atoms and positions in Å:
C -1.965119 -0.991283 -0.406844
C -1.086450 0.560153 1.564887
C -1.109563 1.275934 -0.783880
C 3.256056 -0.634555 -0.537221
C -0.937134 0.073220 0.056505
N 0.367867 -0.583704 -0.089333
P 2.177362 0.586405 0.387373
H -2.980057 -0.891286 0.088994
H -2.108803 -1.112009 -1.429791
H -1.504460 -1.823707 -0.025342
H -1.373518 1.620105 1.473460
H -0.083400 0.450384 1.998338
H -1.832641 -0.050613 2.163079
H -0.649153 2.188377 -0.545184
H -0.684042 1.092404 -1.745248
H -2.120226 1.500028 -0.840582
H 3.872054 -0.030212 -1.252620
H 2.900800 -1.442131 -1.185616
H 3.932275 -1.051453 0.247827
H 0.483034 -0.896987 -0.982490
H 1.632046 1.488887 -0.546615

Force components x, y, z for each atom (eV/Å):
-1.2788 1.8498 2.6563
-0.5126 -1.1441 -0.8297
0.9212 -0.0913 -1.2597
1.3342 1.0892 -0.3594
0.3006 0.1464 1.2944
1.8074 2.0569 4.5646
-3.6079 -2.8027 -0.9830
1.1399 0.1305 -0.5558
0.0093 0.1916 -1.9533
0.5288 -2.6997 0.8232
-0.0349 -0.4810 0.7524
-0.4494 0.2173 0.2002
0.8841 0.8307 -0.6834
1.0087 1.1555 1.2516
-0.1870 -0.3891 -1.2029
-2.1139 0.4435 -0.4800
-0.1067 -0.3469 0.7501
-0.6978 0.1937 0.5483
-0.4668 0.2178 -0.7586
0.7304 -0.7285 -3.1941
0.7912 0.1602 -0.5812

Calculated values
Molar mass ... 119.15 g mol⁻¹
Gap between HOMO and LUMO ... 8.930 eV
E_HOMO ... -8.45 eV
Calculated total energy ... -16188.2864 eV



Density functional theory data (the ωB97M-V functional and the def2-TZVPD basis) for 2 unconnected molecules or ions with the total composition C5H14NS.

Atoms and positions in Å:
C -0.375985 -2.782573 2.149409
C 0.740152 -2.236515 1.253343
C 1.224058 -0.871191 1.728374
S 0.001151 0.448671 1.374903
H 0.019569 -3.033545 3.138873
H -0.857174 -3.681710 1.749863
H -1.159133 -2.033778 2.275392
H 1.531927 -3.002545 1.268849
H 0.378610 -2.161032 0.225782
H 2.177927 -0.648298 1.237538
H 1.399602 -0.908950 2.808419
C 0.563082 1.575452 -2.094454
N -0.419565 2.603643 -2.471529
C -1.532410 2.592618 -1.514285
H 0.984239 1.826657 -1.124809
H 0.111622 0.581805 -1.993937
H 1.341493 1.543052 -2.861255
H -0.752197 2.418403 -3.407503
H -2.139683 1.682892 -1.587499
H -2.137429 3.490922 -1.640468
H -1.099860 2.596022 -0.515009

Force components x, y, z for each atom (eV/Å):
-0.2404 0.0535 -0.0375
-0.3129 -0.6352 0.3660
-0.1855 0.1589 -0.2567
0.0944 -0.0034 0.0927
-0.0039 0.0369 0.0076
0.1576 -0.0338 -0.0740
0.0747 0.1053 0.0021
0.2204 0.2328 -0.0963
0.0308 0.1068 -0.0249
-0.0129 0.0588 0.0757
0.1455 -0.0776 0.0070
-0.2802 0.2244 -0.4948
0.1734 -0.0616 0.4190
0.4331 0.0138 -0.2606
0.0782 -0.0797 0.0342
0.0658 -0.0544 0.0672
0.0852 -0.0122 0.0941
-0.1332 -0.0390 -0.0176
-0.1509 0.0569 0.0435
-0.1721 -0.0702 -0.0374
-0.0670 0.0189 0.0906

Calculated values
Molar mass ... 120.24 g mol⁻¹
Gap between HOMO and LUMO ... 6.329 eV
Net charge ... -1
E_HOMO ... -2.35 eV
Calculated total energy ... -17737.7804 eV



Density functional theory data (the ωB97M-V functional and the def2-TZVPD basis) for a gas-phase ion, C5H14NS (charge +1) at a distorted geometry.

Atoms and positions in Å:
C -1.564019 -1.233697 0.997969
C -0.873591 0.134907 0.977324
C 0.753626 0.131471 0.693195
C 1.115958 -0.063788 -0.743476
S 0.270346 0.709164 -1.973233
C 1.336977 0.187698 -3.383092
N -1.155009 0.939892 2.354214
H -2.663712 -1.175276 1.012943
H -1.254594 -1.568450 -0.006674
H -1.126912 -1.979208 1.723916
H -1.274012 0.866068 0.240641
H 1.233456 -0.535297 1.447270
H 1.164168 1.104120 1.007759
H 1.124427 -1.178398 -0.930332
H 2.197733 0.188064 -0.805880
H 0.646325 0.259443 -4.155028
H 2.289145 0.668374 -3.194711
H 1.396644 -0.880968 -3.342030
H -1.376399 1.949326 2.237206
H -0.339777 0.906907 2.971228
H -1.900779 0.569648 2.870788

Force components x, y, z for each atom (eV/Å):
1.0963 0.2159 -0.5557
1.3708 1.2684 0.2535
-2.1134 1.0228 2.4681
3.0765 -3.7710 1.5736
-1.7417 1.5589 -2.0817
-0.5691 -0.6254 2.9375
1.8082 0.9386 -1.1976
0.4885 -0.0666 0.1896
-0.4451 -0.3949 0.2476
-0.5622 1.0095 -0.5582
-0.1376 -0.9375 0.3251
-0.2709 -0.2016 -1.0410
-0.5612 0.1733 -0.1149
-0.0988 0.8429 0.0683
-0.4488 -0.0345 0.0490
-0.2773 1.4102 -2.2130
0.0126 0.2345 -1.1820
0.5936 -0.7827 0.4967
0.2931 -0.7467 -0.3284
0.0511 -0.0908 -0.1211
-1.5644 -1.0233 0.7846

Calculated values
Molar mass ... 120.24 g mol⁻¹
Gap between HOMO and LUMO ... 8.235 eV
Net charge ... +1
E_HOMO ... -11.74 eV
Calculated total energy ... -17729.7406 eV



Density functional theory data (the ωB97M-V functional and the def2-TZVPD basis) for a gas-phase ion, C5H14NS (charge +1).

Atoms and positions in Å:
C -1.778859 -0.443672 -1.112661
C -0.727050 0.557618 -0.639429
C -0.462273 0.700292 0.854094
C 0.507852 -0.361052 1.355179
S 2.160027 -0.042954 0.656265
C 2.783069 -1.749094 0.686389
N -1.099289 1.918214 -1.203101
H -2.768908 -0.014021 -1.190834
H -1.472172 -0.928281 -2.040866
H -1.871517 -1.236415 -0.383539
H 0.229036 0.336037 -1.125385
H -1.380202 0.652406 1.448868
H -0.070785 1.698454 1.032193
H 0.142012 -1.367686 1.134091
H 0.620664 -0.208049 2.421472
H 2.214594 -2.327375 -0.049744
H 3.825539 -1.780818 0.371579
H 2.758364 -2.118442 1.703741
H -1.201634 1.899136 -2.216104
H -0.413902 2.623283 -0.914134
H -1.994564 2.192422 -0.788073

Force components x, y, z for each atom (eV/Å):
0.5174 -0.2441 0.3577
0.3045 -0.2298 -0.5873
-0.6216 -0.1034 -0.1663
0.3380 0.6410 0.0416
0.1059 -0.3835 -0.1723
0.1269 0.2323 -0.5034
-0.2584 0.1652 0.6826
-0.2655 0.1894 -0.1752
-0.2413 0.2431 -0.0787
0.0507 -0.2401 0.2511
-0.0517 -0.0079 0.1747
-0.1226 -0.0940 -0.1982
0.3920 0.1539 0.1810
0.1903 0.0854 0.0379
-0.2569 -0.3969 0.2651
0.0431 -0.1659 0.5087
-0.0275 0.3262 -0.0392
-0.2763 -0.2983 0.0286
0.0655 0.0824 -0.0859
-0.0041 -0.0718 -0.3118
-0.0083 0.1167 -0.2107

Calculated values
Molar mass ... 120.24 g mol⁻¹
Gap between HOMO and LUMO ... 8.412 eV
Net charge ... +1
E_HOMO ... -11.93 eV
Calculated total energy ... -17730.9685 eV



Density functional theory data (the ωB97M-V functional and the def2-TZVPD basis) for 2 unconnected molecules or ions with the total composition C5H14NS at a distorted geometry.

Atoms and positions in Å:
C -1.082441 1.870033 0.059074
C -0.180997 -1.867802 -0.307455
C 2.784709 0.188345 -0.864776
C -0.932723 0.549705 -0.593590
C -0.490227 -0.528048 0.273879
N -1.146689 -0.483299 1.630102
S 2.047182 0.198239 0.798410
H -1.632466 1.853779 1.005298
H -0.141469 2.396139 0.209020
H -1.737822 2.572247 -0.509032
H -1.054016 -2.387142 -0.818728
H 0.207437 -2.691149 0.340318
H 0.694526 -1.733237 -1.014640
H 2.421051 1.034880 -1.512495
H 2.841579 -0.767335 -1.402047
H 3.790364 0.544551 -0.574451
H -1.942828 0.368221 -0.870247
H -0.391105 0.485725 -1.612132
H -1.683448 -1.356738 1.648763
H -0.466869 -0.550215 2.507051
H -1.903744 0.303111 1.607672

Force components x, y, z for each atom (eV/Å):
-0.1135 2.6295 -0.2357
0.5378 -1.6480 -0.7157
-0.0771 1.3836 0.0285
0.2354 -0.0793 -1.9676
4.0272 0.1638 1.0234
-0.3576 -0.4048 0.7552
-2.4969 -0.8129 -0.8372
0.2636 -0.0830 0.1526
0.0834 -0.1235 0.2709
0.5964 -0.6708 -0.0342
0.7569 1.0037 0.1761
-0.3102 1.0913 0.2729
-1.4043 -0.0749 0.4118
0.0004 -1.0228 0.5744
-0.0634 0.2734 0.3814
-0.0465 -0.4672 -0.3020
-1.3745 -1.0037 -0.6354
-0.5102 0.4406 1.8113
-0.0877 -0.0536 0.4026
-1.7096 0.7822 -2.2870
2.0505 -1.3235 0.7535

Calculated values
Molar mass ... 120.24 g mol⁻¹
Gap between HOMO and LUMO (spin up / spin down) ... 7.398 / 7.400 eV
Net charge ... +1
E_HOMO (spin up / spin down) ... -12.42 / -12.42 eV
Calculated total energy ... -17727.6200 eV